Below is a cluster of 10 separate species, C5H31N2O10 in total in a non-equilibrium geometry, with properties calculated with ωB97M-V/def2-TZVPD.

Computed properties:
Gap between HOMO and LUMO = 0.31623 Ha
Energy above the lowest of the compared OMol25 structures with the same formula, charge and spin = 463.64 kJ/mol
E_LUMO = 2.7 eV
Largest force on an atom = 8.2 eV/A
HOMO level = -5.88 eV

```
! wB97M-V def2-TZVPD RIJCOSX def2/J DEFGRID3
* xyz -1 1
C -0.79 0.65 -0.82
N -0.51 -0.81 -0.68
C 0.74 -1.24 -1.13
O 1.76 -0.70 -0.49
C -1.36 1.37 0.43
C -1.60 2.88 0.43
N -0.58 0.71 1.56
C -1.01 1.19 2.90
H -1.66 0.58 -1.67
H 0.18 1.20 -1.22
H -0.75 -0.99 0.22
H 0.70 -2.43 -1.18
H 0.97 -1.13 -2.21
H -2.43 0.92 0.47
H -0.62 3.29 0.32
H -2.13 3.17 -0.39
H -2.05 3.12 1.46
H 0.37 0.91 1.29
H -1.23 2.26 2.94
H -2.06 0.73 3.07
H -0.18 0.85 3.63
H 2.80 -1.65 -0.35
H 2.89 -3.26 -0.48
O 3.34 -2.58 -0.20
H -1.02 -1.30 -4.41
H 0.33 -1.14 -3.51
O -0.10 -1.29 -4.44
H 2.20 -2.43 1.75
H 1.45 -1.71 0.72
O 1.34 -2.30 1.47
H -3.58 -2.09 -0.39
H -2.19 -1.63 -1.04
O -3.12 -1.86 -1.19
H 1.48 2.32 -3.19
H 2.04 1.59 -1.89
O 2.09 2.60 -2.40
H -4.15 -0.48 1.35
H -3.17 -1.54 2.05
O -4.05 -1.48 1.39
H 0.11 -2.31 3.97
H -0.10 -1.36 2.89
O -0.64 -1.86 3.62
H 2.45 3.19 1.42
H 2.00 3.04 -0.03
O 1.80 3.59 0.73
H 3.73 -0.35 -1.65
H 2.71 -0.33 -2.66
O 3.61 0.09 -2.46
*
```